1.
The following is a quantum chemistry calculation of a molecular structure, CH3KO at a distorted geometry, from OMol25.

Geometry as XYZ:
```
6
Properties=species:S:1:pos:R:3:forces:R:3:mulliken_charge:R:1
K 0.707 0.824 4.764 -0.1 -0.2 -0.5 0.8424
C -0.177 -0.116 -0.999 1.3 -2.1 1.9 -0.4413
O 0.215 -1.140 -0.076 -0.8 1.1 -0.2 -0.8283
H -0.240 0.842 -0.483 0.0 0.6 -0.1 0.1267
H 0.635 -0.121 -1.726 -0.1 0.7 -0.7 0.1487
H -1.140 -0.289 -1.479 -0.3 -0.1 -0.3 0.1518
```
Positions in Å, forces in eV/Å.

M: 70.132 u
Kohn-Sham gap: 2.710 eV
maximum force: 3.1 eV/Å
DFT total energy: -19453.9838 eV


2.
The following is a quantum chemistry calculation of 6 unconnected molecules or ions with the total composition C32H66FN3O11P at a distorted geometry, from OMol25.

Geometry as XYZ:
```
114
Properties=species:S:1:pos:R:3:forces:R:3:mulliken_charge:R:1
C -4.329 1.210 3.222 -0.5 0.3 -0.7 -0.4492
C -4.699 0.054 2.080 0.4 0.7 -0.5 -0.6797
C -3.327 -0.648 1.432 -1.6 0.8 0.7 0.1303
C -2.738 0.435 0.353 -1.7 -0.3 2.1 -1.2922
P -0.984 0.059 -0.306 -1.0 3.8 0.8 1.6901
C -0.261 0.702 1.342 1.4 0.6 2.3 -0.7908
C 1.341 0.441 1.554 -0.2 0.2 1.9 0.5894
C 1.500 -0.850 2.593 -0.4 1.7 -0.9 -0.4212
O 2.865 -1.395 2.494 -1.8 -1.7 0.7 -0.1162
C 2.912 -2.821 2.883 0.9 -0.4 -0.5 -0.6921
N -1.014 1.782 -0.806 0.8 1.1 -2.0 -0.3754
C 0.012 2.093 -1.873 -0.4 1.9 -0.8 -0.4792
C 1.473 2.591 -1.272 0.1 -1.2 0.0 -0.4275
O -1.845 -0.176 -1.843 -0.9 -5.0 -1.3 -0.7719
C -2.349 -1.581 -1.915 1.1 -0.5 0.7 0.2401
C -2.952 -2.139 -3.333 -1.7 1.0 0.1 0.4735
C -4.596 -2.356 -3.124 0.8 -0.4 0.2 -0.9099
F -2.798 -1.080 -4.379 -0.1 -2.5 1.9 -0.3972
C -1.083 -2.412 -1.204 0.1 2.6 1.1 -0.5273
O -1.352 -3.864 -0.940 0.1 1.8 0.3 -0.2038
N -1.653 -4.005 0.379 0.2 -3.8 0.9 0.2964
O -1.532 -5.183 0.698 -0.5 3.0 -0.8 -0.5241
N 0.268 -2.358 -1.881 -0.5 -2.0 -1.0 0.6806
C 1.416 -2.644 -0.940 1.8 -0.5 0.2 -0.0174
C 0.356 -3.241 -3.105 -0.9 -0.1 -4.9 0.5978
C 1.008 -4.772 -2.931 1.0 0.8 0.0 -0.8401
O 0.003 -2.909 -4.354 1.7 -1.4 7.8 -0.6113
O -0.957 -1.669 0.095 -0.1 -1.6 -3.6 -0.0797
H -3.550 0.846 4.015 -1.4 0.6 -1.5 0.1945
H -3.917 2.175 2.655 -0.8 -2.3 1.5 -0.0555
H -5.315 1.558 3.781 2.0 -0.8 -1.0 0.3028
H -5.194 0.664 1.182 0.8 -1.4 1.9 0.2335
H -5.476 -0.737 2.465 1.5 1.5 -0.5 0.3499
H -3.642 -1.683 0.973 0.8 2.0 0.7 0.1004
H -2.631 -0.876 2.345 -1.0 0.4 -1.9 0.0352
H -3.526 0.574 -0.514 1.5 -0.4 1.8 0.3107
H -2.681 1.483 0.911 -0.1 -2.2 -1.0 0.0607
H 0.348 0.070 -0.853 -0.4 -1.0 -0.2 0.1344
H -0.805 0.313 2.309 1.0 0.5 -1.7 0.1127
H -0.414 1.881 1.337 0.2 -2.8 0.0 0.1240
H 1.753 1.377 2.170 -0.5 -1.9 -1.5 0.1244
H 1.971 0.333 0.574 -1.3 0.0 1.8 -0.3194
H 0.650 -1.607 2.296 1.8 1.2 0.7 0.2324
H 1.362 -0.397 3.673 0.0 -1.2 -1.9 0.2083
H 3.252 -3.419 1.927 -0.7 1.0 1.8 0.1784
H 1.880 -3.244 3.248 2.0 1.0 -0.6 0.2878
H 3.769 -2.971 3.693 -1.9 0.3 -1.5 0.2329
H -1.988 2.014 -1.096 1.5 -0.1 -0.3 0.2316
H 0.173 1.255 -2.673 -0.3 1.3 1.5 0.1006
H -0.413 3.034 -2.472 0.9 -1.9 1.1 0.3604
H 1.895 3.478 -1.911 -0.8 -1.5 1.4 0.4056
H 2.268 1.712 -1.354 -1.7 1.9 0.1 -0.1125
H 1.368 2.827 -0.122 0.2 -0.1 -2.4 0.0644
H -3.224 -1.865 -1.159 1.8 1.1 -1.2 -0.4199
H -2.532 -3.187 -3.655 -0.4 2.4 0.3 0.1539
H -4.690 -3.124 -2.221 0.0 1.7 -1.9 0.2056
H -5.097 -2.864 -4.078 1.2 1.3 2.1 0.1594
H -5.135 -1.340 -2.829 1.2 -2.2 -0.7 0.2759
H 2.400 -2.720 -1.611 -2.2 0.2 1.5 0.1861
H 1.637 -1.799 -0.155 -0.9 -1.6 -1.8 -0.4246
H 1.325 -3.672 -0.373 0.0 1.9 -1.0 0.2029
H 2.177 -4.616 -2.768 -2.5 -0.4 -0.3 0.2285
H 0.604 -5.333 -1.984 0.6 1.2 -2.0 0.1983
H 0.896 -5.385 -3.929 -0.1 1.4 2.1 0.3170
C -2.601 5.864 0.597 0.2 -0.5 -0.1 -0.8608
C -3.240 5.340 1.856 0.4 -1.8 0.4 0.7961
O -3.075 4.177 2.219 -0.2 1.8 -0.4 -0.5239
C -4.090 6.295 2.651 -0.2 -0.3 0.4 -1.1943
H -2.018 5.065 0.127 -0.1 0.1 0.1 0.0697
H -3.373 6.192 -0.103 0.1 0.2 0.1 0.3264
H -1.929 6.692 0.839 -0.2 0.1 -0.1 0.3470
H -4.928 6.642 2.042 0.1 0.2 0.0 0.3299
H -3.484 7.142 2.984 -0.1 0.1 -0.2 0.3290
H -4.486 5.780 3.533 0.1 0.1 -0.2 0.2932
C 5.533 2.996 0.606 -0.3 0.4 -0.5 -1.2511
C 5.074 1.769 -0.136 -0.4 0.0 -1.3 1.0527
O 4.684 1.836 -1.301 0.6 -0.1 1.2 -0.6159
C 5.110 0.458 0.602 -0.3 -0.1 -0.4 -0.6537
H 5.453 3.869 -0.051 0.0 -0.2 0.0 0.3578
H 4.902 3.158 1.482 0.3 -0.1 -0.1 0.2676
H 6.578 2.880 0.905 -0.1 0.0 0.3 0.3523
H 4.459 0.507 1.479 0.2 0.0 0.1 0.0740
H 6.136 0.229 0.902 -0.1 0.0 0.2 0.5355
H 4.751 -0.339 -0.057 0.1 0.2 0.2 -0.0581
C 7.935 -0.917 -1.881 0.0 -0.1 0.5 -1.1763
C 6.621 -1.547 -2.261 -1.1 -0.8 1.1 1.0065
O 5.931 -2.136 -1.431 1.0 0.7 -1.1 -0.5582
C 6.184 -1.427 -3.697 -0.4 -0.2 0.1 -1.1420
H 8.121 -1.082 -0.815 -0.1 0.0 -0.2 0.2626
H 8.745 -1.376 -2.453 0.0 0.2 -0.1 0.4211
H 7.899 0.159 -2.067 0.1 -0.1 -0.2 0.2852
H 6.917 -1.908 -4.350 0.0 0.2 0.0 0.3637
H 6.070 -0.374 -3.964 0.1 -0.1 -0.1 0.3154
H 5.219 -1.928 -3.825 0.2 0.1 0.1 0.2495
C 6.031 4.266 5.484 -0.1 0.4 -0.4 -1.1498
C 5.572 3.040 4.743 -0.6 0.0 -1.6 0.7667
O 5.182 3.106 3.578 0.5 0.0 1.9 -0.5086
C 5.608 1.728 5.481 -0.2 -0.3 -0.4 -0.9744
H 5.950 5.139 4.828 0.0 -0.2 0.1 0.2872
H 5.399 4.429 6.361 0.2 -0.1 0.1 0.3289
H 7.076 4.150 5.784 -0.1 0.0 0.2 0.3344
H 4.957 1.778 6.358 0.2 0.0 0.1 0.3412
H 6.634 1.499 5.781 -0.1 0.1 0.2 0.3333
H 5.249 0.931 4.822 0.1 0.2 0.1 0.1721
C -8.578 -3.657 -4.740 0.5 0.0 -0.1 -1.0315
C -8.570 -3.111 -3.338 1.6 0.3 0.9 0.7911
O -7.516 -2.912 -2.736 -1.7 -0.3 -0.8 -0.4743
C -9.901 -2.818 -2.699 0.1 0.2 0.4 -1.1013
H -7.548 -3.821 -5.072 -0.2 0.1 0.1 0.2311
H -9.109 -4.612 -4.764 -0.1 0.1 -0.1 0.3227
H -9.053 -2.941 -5.415 -0.1 -0.2 0.0 0.3156
H -10.491 -3.736 -2.632 -0.1 0.1 -0.2 0.3205
H -10.436 -2.064 -3.283 -0.1 -0.2 0.0 0.3313
H -9.741 -2.429 -1.688 0.0 -0.1 -0.2 0.2894
```
Positions in Å, forces in eV/Å.

M: 718.862 u
total charge: -1
Kohn-Sham gap: 6.306 eV
maximum force: 8.1 eV/Å
DFT total energy: -73241.4678 eV


3.
The following is a quantum chemistry calculation of a gas-phase ion, C4H7N2O2 (charge +1) at a distorted geometry, from OMol25.

Geometry as XYZ:
```
15
Properties=species:S:1:pos:R:3:forces:R:3:mulliken_charge:R:1
C 1.147 -1.110 -0.109 -0.1 -0.2 -0.1 -0.7270
C 2.039 -0.058 0.030 -0.1 -0.2 0.0 0.1083
C -0.238 -0.977 -0.136 0.0 -0.5 -0.1 0.1803
C -2.455 0.099 -0.008 6.6 0.8 -0.3 0.6382
N -0.848 0.189 -0.075 -5.9 0.6 0.3 -0.5518
N 1.669 1.194 0.157 -0.1 0.3 0.0 -0.2628
O -3.109 1.195 -0.126 -0.6 -0.7 0.1 -0.3666
O -3.015 -1.014 0.228 -0.5 0.0 0.0 -0.3256
H 1.546 -2.104 -0.202 0.1 -0.1 0.0 0.3229
H 3.101 -0.271 0.038 0.0 0.1 0.0 0.3635
H -0.813 -1.892 -0.238 0.0 -0.1 0.1 0.3353
H 0.670 1.383 0.143 0.2 0.2 0.0 0.2910
H 2.336 1.942 0.271 0.0 -0.1 0.0 0.2117
H -2.566 1.979 -0.315 0.3 -0.3 0.0 0.3936
H -3.989 -0.975 0.308 0.0 0.1 -0.1 0.3891
```
Positions in Å, forces in eV/Å.

M: 115.112 u
total charge: +1
Kohn-Sham gap: 8.299 eV
maximum force: 6.7 eV/Å
SMILES string: [NH2+]=C/C=C\N=C(O)O
DFT total energy: -11328.9387 eV


4.
The following is a quantum chemistry calculation of a molecular structure, C25H22FeN4O3Te, from OMol25.

Geometry as XYZ:
```
56
Properties=species:S:1:pos:R:3:forces:R:3:mulliken_charge:R:1
Fe 0.287 0.076 -0.565 0.3 -0.5 0.4 -0.9571
O -3.460 1.817 -2.264 -0.1 0.0 0.0 -0.7140
C -4.076 0.634 -2.463 -0.1 0.1 0.0 0.1345
C -5.353 0.659 -3.025 0.0 0.0 0.0 -0.6401
C -6.038 -0.517 -3.245 0.0 0.0 0.0 -0.2764
C -5.470 -1.747 -2.915 0.0 0.0 0.0 -0.7978
C -4.204 -1.774 -2.369 0.0 0.0 0.0 -0.3033
C -3.488 -0.597 -2.134 0.1 -0.1 0.1 0.1365
C -2.129 -0.650 -1.557 -0.2 -0.1 -0.1 1.1026
O -1.595 0.449 -1.170 0.3 0.0 0.1 -0.5243
N -1.539 -1.844 -1.468 0.1 0.2 0.1 -1.3727
N -0.301 -1.664 -0.946 -0.3 0.0 -0.1 1.3215
C 0.472 -2.643 -0.645 0.3 0.0 0.1 -0.4566
C 1.773 -2.236 -0.096 -0.4 -0.1 -0.2 0.8582
C 2.781 -3.131 0.223 0.2 0.1 0.1 -1.0740
C 3.982 -2.636 0.711 -0.1 -0.1 -0.1 -0.2404
C 4.139 -1.269 0.864 0.0 0.2 0.0 -0.9246
C 3.084 -0.436 0.524 0.1 0.0 0.0 -0.1825
N 1.929 -0.904 0.065 -0.1 0.1 -0.1 0.5262
H -2.600 1.610 -1.837 0.0 0.0 0.0 0.4026
H -5.781 1.620 -3.280 0.0 0.0 0.0 0.4310
H -7.030 -0.479 -3.679 0.0 0.0 0.0 0.3709
H -6.011 -2.667 -3.088 0.0 0.0 0.0 0.3977
H -3.729 -2.711 -2.113 0.0 0.0 0.0 0.4514
H 0.195 -3.679 -0.799 0.0 0.0 0.0 0.3763
H 2.626 -4.191 0.076 0.0 0.0 0.0 0.4778
H 4.787 -3.315 0.960 0.0 0.0 0.0 0.4116
H 5.063 -0.843 1.229 0.0 0.0 0.0 0.4248
H 3.152 0.642 0.603 0.0 0.0 0.0 0.4930
O -0.567 -0.206 1.417 -0.1 0.5 0.0 -0.3759
C -0.263 1.026 2.096 -0.1 -0.1 0.0 -0.8784
C -0.311 2.107 1.059 -0.1 0.2 0.4 1.1786
C -1.338 3.026 1.007 0.1 0.1 0.0 -0.8293
C -1.278 4.026 0.043 -0.1 0.0 0.0 -0.4552
C -0.192 4.071 -0.805 0.1 0.0 0.0 -0.8046
C 0.771 3.075 -0.705 0.0 0.1 -0.1 -0.3871
N 0.716 2.097 0.198 -0.4 0.0 -0.2 -0.1613
H -0.397 -0.946 2.009 0.1 -0.1 -0.2 0.3121
H 0.747 0.970 2.510 0.0 0.1 0.0 0.3001
H -0.977 1.225 2.897 -0.1 -0.1 0.0 0.4812
H -2.173 2.949 1.689 0.0 0.0 0.0 0.3966
H -2.076 4.753 -0.040 0.0 0.0 0.0 0.4000
H -0.087 4.838 -1.560 0.0 0.0 0.0 0.4865
H 1.613 3.052 -1.377 0.1 0.0 -0.1 0.7228
Te 1.172 0.102 -3.014 0.0 0.0 -0.2 0.1037
C 2.231 1.899 -3.379 0.1 0.0 -0.1 -0.6081
C 1.609 2.968 -4.030 0.0 -0.1 0.0 -0.0778
C 2.297 4.145 -4.292 0.0 0.0 0.0 -0.6316
C 3.626 4.279 -3.911 0.0 0.0 0.0 -0.3608
C 4.260 3.222 -3.274 0.0 0.0 0.0 -0.5719
C 3.570 2.043 -3.016 0.0 0.0 0.1 -0.0383
H 0.574 2.869 -4.332 0.0 0.0 0.0 0.4092
H 1.794 4.959 -4.800 0.0 0.0 0.0 0.3905
H 4.165 5.194 -4.120 0.0 0.0 0.0 0.3872
H 5.300 3.311 -2.981 0.0 0.0 0.0 0.3611
H 4.075 1.222 -2.522 0.0 0.0 0.0 0.3982
```
Positions in Å, forces in eV/Å.

M: 609.921 u
Kohn-Sham gap: 6.067 eV
maximum force: 0.7 eV/Å
DFT total energy: -80065.3880 eV


Ordered HOMO level results: -4.67 -4.11 -12.65 -6.46; unit eV.